{"formula": "CH17MnO11", "method": "the ωB97M-V functional and the def2-TZVPD basis", "multiplicity": 6, "e_above_lowest_kj_mol": 298.0, "orbital_gap_ha": 0.20867, "total_charge": 1, "largest_force_ha_per_bohr": 0.055, "mol_weight_da": 260.07, "species": ["O", "H", "H", "H", "Mn", "C", "O", "O", "O", "O", "H", "H", "O", "H", "H", "O", "H", "H", "O", "H", "H", "O", "H", "H", "O", "H", "H", "O", "H", "H"], "positions_angstrom": [[1.766, 1.232, 2.880], [1.347, 1.129, 1.939], [2.700, 0.966, 2.873], [1.268, 0.726, 3.557], [2.777, 0.157, -0.950], [0.363, -0.127, -0.081], [1.060, 0.895, 0.384], [0.916, -0.708, -1.104], [-0.673, -0.535, 0.445], [-3.125, -0.944, -1.145], [-3.767, -1.117, -0.449], [-2.282, -0.854, -0.685], [-1.153, -1.625, 2.964], [-0.286, -1.966, 3.201], [-1.065, -1.313, 2.045], [0.427, -1.356, -3.827], [0.318, -0.836, -3.023], [0.731, -2.217, -3.524], [-2.589, 1.301, 1.407], [-2.794, 1.099, 2.325], [-1.882, 0.684, 1.163], [-0.125, -3.369, -0.363], [0.519, -3.658, -1.015], [-0.234, -2.418, -0.516], [2.153, 1.622, -2.374], [2.667, 2.176, -2.980], [1.223, 1.828, -2.555], [0.019, 3.423, -0.056], [-0.648, 3.253, -0.730], [0.371, 2.552, 0.193]], "forces_ev_per_a": [[-0.11, -0.07, 0.40], [-0.47, -0.24, -1.14], [-0.07, 0.04, 0.21], [-0.06, 0.14, -0.12], [-2.75, 0.45, -0.48], [-1.05, -1.01, 0.77], [2.16, 0.17, 1.07], [1.46, 0.21, -0.26], [0.72, 0.56, -0.62], [0.14, 0.00, -0.10], [-0.01, 0.06, -0.02], [-0.24, -0.08, 0.04], [0.25, 0.57, -0.02], [-0.12, -0.33, -0.08], [-0.05, -0.35, 0.34], [0.35, 0.28, -0.15], [-0.19, -0.33, 0.02], [-0.18, -0.05, -0.02], [0.26, 0.00, 0.11], [-0.07, -0.01, -0.05], [-0.33, 0.13, 0.09], [0.19, 0.20, 0.14], [-0.11, -0.06, -0.04], [-0.14, -0.43, -0.04], [0.64, 0.10, -0.16], [-0.03, -0.04, 0.04], [-0.01, -0.18, 0.24], [0.48, -0.15, -0.19], [-0.21, 0.05, 0.25], [-0.47, 0.41, -0.22]], "mulliken_charge": [-0.3861, 0.4621, 0.4221, 0.4495, 0.9785, 0.8899, -0.9941, -0.6883, -0.2910, -0.6631, 0.3105, 0.2721, -0.6647, 0.2657, 0.3205, -0.6164, 0.3707, 0.2899, -0.6114, 0.3102, 0.4077, -0.6271, 0.2828, 0.3273, -0.4291, 0.2893, 0.3238, -0.6592, 0.3217, 0.3362]}